The following is a DFT calculation (ωB97M-V/def2-TZVPD) of C35H42GeN2O5PW as an isolated structure.

XYZ file:
```
87
Properties=species:S:1:pos:R:3:forces:R:3
W 0.36449 -0.43083 0.22316 0.1 0.3 -0.1
C 4.61861 0.38280 0.01121 0.0 0.0 0.0
C 3.16805 0.70760 -0.08321 0.0 -0.1 0.0
O 2.33754 -0.23102 0.20494 0.1 0.2 0.1
C 2.71422 1.96512 -0.45980 -0.1 0.0 0.0
C 1.39082 2.37796 -0.44584 0.1 0.0 0.0
C 1.09857 3.80264 -0.78582 0.0 0.0 0.0
N 0.33164 1.56869 -0.11645 -0.1 0.2 0.1
N -0.87127 2.27332 -0.06266 0.2 -0.1 0.0
C -1.83409 1.44600 0.14293 -0.2 0.0 -0.1
O -1.55412 0.15829 0.25280 -0.1 0.1 -0.1
C -3.23749 1.85828 0.25811 0.1 0.0 0.0
C -3.58121 3.20367 0.12652 0.0 0.0 0.0
C -4.90380 3.58790 0.25400 0.0 0.0 0.0
C -5.88424 2.63682 0.51151 0.0 0.0 0.0
C -5.54455 1.29771 0.64102 0.0 0.0 0.0
C -4.22128 0.90566 0.51501 0.0 0.0 0.0
H 4.76948 -0.54338 0.55940 0.0 0.0 0.0
H 5.16570 1.19569 0.48640 0.0 0.0 0.0
H 5.02341 0.26349 -0.99696 0.0 0.0 0.0
H 3.45685 2.70870 -0.70639 0.0 0.0 0.0
H 2.00620 4.31152 -1.09500 0.0 0.0 0.0
H 0.66585 4.31083 0.07629 0.0 0.0 0.0
H 0.34982 3.85481 -1.57578 0.0 0.0 0.0
H -2.81175 3.93672 -0.07312 0.0 0.0 0.0
H -5.17412 4.62984 0.15116 0.0 0.0 0.0
H -6.91740 2.94254 0.60809 0.0 0.0 0.0
H -6.31124 0.56034 0.83654 0.0 0.0 0.0
H -3.95083 -0.13796 0.60898 0.0 0.0 0.0
C -2.60444 -2.32518 -1.34063 0.0 0.0 0.0
Ge -0.99673 -2.54445 -0.27858 0.1 -0.1 0.0
C 0.68939 -1.84579 -1.43903 0.1 0.2 0.2
C 0.59606 -0.95479 -2.52919 -0.1 -0.1 -0.2
C 1.59390 -0.92844 -3.48827 -0.1 0.0 -0.1
C 2.66752 -1.81082 -3.39503 0.0 0.0 0.0
C 2.75728 -2.71571 -2.34498 0.0 0.0 0.0
C 1.79037 -2.71338 -1.35416 -0.1 -0.1 0.0
C -0.63082 -4.34967 0.29109 0.0 0.0 0.0
C -0.73044 -4.57861 1.64259 0.0 0.0 0.0
C -0.57183 -5.87396 2.18039 0.0 0.0 0.0
C -0.29611 -6.91653 1.34599 0.0 0.0 0.0
C -0.18678 -6.72712 -0.05485 0.0 0.0 0.0
C 0.08274 -7.81778 -0.91793 0.0 0.0 0.0
C 0.15423 -7.63821 -2.26815 0.0 0.0 0.0
C -0.04285 -6.35468 -2.81956 0.0 0.0 0.0
C -0.29271 -5.28242 -2.01080 0.0 0.0 0.0
C -0.36966 -5.43294 -0.60363 0.0 0.0 0.0
H -2.49307 -2.85470 -2.28711 0.0 0.0 0.0
H -2.83003 -1.27736 -1.52268 0.0 0.0 0.0
H -3.43296 -2.78108 -0.79701 0.0 0.0 0.0
H -0.27201 -0.31231 -2.65062 0.0 0.0 0.1
H 1.51974 -0.25087 -4.32841 0.0 0.0 0.0
H 3.43338 -1.79856 -4.15988 0.0 0.0 0.0
H 3.58387 -3.41174 -2.29389 0.0 0.0 0.0
H 1.87620 -3.39188 -0.51275 0.0 0.0 0.0
H -0.93935 -3.75668 2.32222 0.0 0.0 0.0
H -0.67242 -6.03288 3.24578 0.0 0.0 0.0
H -0.16652 -7.91581 1.74313 0.0 0.0 0.0
H 0.22168 -8.80058 -0.48513 0.0 0.0 0.0
H 0.35302 -8.47709 -2.92096 0.0 0.0 0.0
H -0.00048 -6.22375 -3.89292 0.0 0.0 0.0
H -0.44117 -4.30651 -2.45776 0.0 0.0 0.0
C -2.05553 0.91680 3.53725 0.0 0.0 0.0
C -2.00086 -0.58551 3.43474 0.0 -0.1 0.0
O -0.63266 -1.10331 3.62164 0.0 0.0 -0.1
P 0.52299 -0.71586 2.63254 -0.1 -0.3 -0.3
O 1.32765 0.46643 3.27539 0.0 -0.3 0.2
C 1.59735 0.57844 4.72556 0.0 0.1 -0.1
C 1.56786 2.03592 5.09691 0.0 0.0 0.0
O 1.39384 -2.00515 2.41430 0.3 -0.1 0.2
C 1.79582 -3.12920 3.27149 -0.1 0.1 0.1
C 3.16904 -2.89970 3.84385 0.0 0.0 0.0
H -3.08930 1.24164 3.41207 0.0 0.0 0.0
H -1.46484 1.39999 2.75358 0.0 0.0 0.1
H -1.70450 1.26180 4.50959 0.0 0.0 0.0
H -2.34518 -0.93659 2.46158 0.0 0.0 0.0
H -2.57097 -1.07808 4.21654 0.0 0.0 0.0
H 2.57874 0.13716 4.88790 0.0 0.0 0.0
H 0.84475 0.00299 5.26178 0.0 0.0 0.0
H 2.30743 2.59694 4.52752 0.0 0.0 0.0
H 1.80253 2.14031 6.15637 0.0 0.0 0.0
H 0.58288 2.46644 4.92045 0.0 0.0 0.0
H 1.76226 -3.99201 2.61172 0.0 0.0 0.0
H 1.03364 -3.24841 4.04126 0.0 0.0 0.0
H 3.90245 -2.74666 3.05302 0.0 0.0 0.0
H 3.46428 -3.77920 4.41664 0.0 0.0 0.0
H 3.18708 -2.04504 4.51876 0.0 0.0 0.0
```
Positions in Å, forces in eV/Å.

## Properties
Expectation value of S²: 0.7678
HOMO (alpha / beta) in eV: -12.916 / -12.916
Charge: +2
E_tot in eV: -117812.5593
Multiplicity: 2
HOMO-LUMO gap (alpha / beta) in eV: 5.87 / 5.86